Density functional theory data (ωB97M-V/def2-TZVPD) for a 3-piece molecular cluster, C2H11N2O3 overall in a non-equilibrium geometry.

As for the HOMO energy: -14.297 eV. As for the LUMO energy: -3.04 eV. The energy above the lowest of the compared OMol25 structures with the same formula, charge and spin comes out at 30.8 kJ/mol. Its charge is +1. Its gap between HOMO and LUMO is 11.26 eV.

Last column: Mulliken charge in e.
Atoms and positions in Å:
N  -0.42  0.85  -0.45  -0.16
C  0.72  0.50  0.41  -0.66
C  1.60  -0.49  -0.36  0.55
N  2.73  -0.86  0.25  -0.37
O  1.16  -0.95  -1.40  -0.57
H  -1.08  0.06  -0.45  0.24
H  -0.82  1.73  -0.13  0.34
H  -0.20  0.94  -1.44  0.40
H  0.34  -0.07  1.25  0.31
H  1.30  1.32  0.83  0.44
H  3.18  -0.20  0.85  0.22
H  3.35  -1.50  -0.22  0.28
H  -2.84  -2.37  -0.32  0.31
H  -3.58  -1.20  -0.85  0.30
O  -2.71  -1.47  -0.63  -0.63
H  -1.70  1.93  2.68  0.31
H  -2.62  2.26  1.51  0.31
O  -1.70  2.11  1.73  -0.63

=====

Density functional theory data (ωB97M-V/def2-TZVPD) for C40H43IN6O3S2Ti as an isolated structure in a non-equilibrium geometry.

As for the spin multiplicity: 2. As for the HOMO energy (spin up / spin down): -0.709 / -0.590 eV. As for the LUMO energy (spin up / spin down): 1.80 / 1.69 eV. The energy above the lowest of the compared OMol25 structures with the same formula, charge and spin comes out at 130.8 kJ/mol. Its charge is -1. Its gap between HOMO and LUMO (spin up / spin down) is 2.51 / 2.28 eV.

Last column: Mulliken charge in e.
Atoms and positions in Å:
Ti  -0.13  0.45  -0.34  -0.52
C  4.36  1.08  -0.18  -1.40
C  4.39  2.37  0.31  -1.13
C  3.20  2.97  0.70  -0.84
C  1.98  2.29  0.55  0.39
C  1.91  0.99  -0.03  1.69
C  3.14  0.42  -0.33  -0.59
C  0.72  2.84  1.02  0.32
C  0.57  4.14  1.50  -0.88
C  -0.63  4.56  2.03  -2.21
C  -1.69  3.63  2.17  1.19
C  -2.92  3.95  2.76  -0.83
C  -3.91  2.99  2.90  -0.92
C  -3.68  1.69  2.49  -1.24
C  -2.47  1.35  1.90  0.35
C  -1.47  2.31  1.68  -0.41
N  -0.34  1.95  1.01  2.60
H  5.28  0.58  -0.46  0.45
H  5.32  2.91  0.39  0.35
H  3.24  3.97  1.11  0.33
H  3.19  -0.59  -0.72  0.71
H  1.39  4.83  1.43  0.45
H  -0.76  5.58  2.38  0.30
H  -3.08  4.96  3.10  0.38
H  -4.87  3.26  3.33  0.35
H  -4.44  0.93  2.62  0.47
H  -2.30  0.34  1.55  0.38
S  -1.35  -0.63  -3.44  -0.50
C  -0.74  0.93  -3.32  0.47
C  -0.92  1.77  -4.45  -1.03
C  -0.43  3.05  -4.46  -0.63
C  0.26  3.49  -3.33  -0.98
C  0.41  2.63  -2.26  0.08
N  -0.07  1.37  -2.21  1.59
H  -1.47  1.34  -5.28  0.50
H  -0.56  3.69  -5.32  0.40
H  0.67  4.49  -3.28  0.49
H  0.97  2.96  -1.40  0.09
O  0.79  -0.52  1.97  -1.03
S  -0.38  -0.73  2.82  0.91
C  0.16  -2.10  3.98  -0.72
C  0.53  -1.49  5.33  -0.67
C  0.89  -0.04  5.07  -0.69
C  -0.21  0.50  4.19  -0.85
H  1.00  -2.56  3.47  0.26
H  -0.64  -2.83  4.06  0.42
H  1.35  -2.04  5.80  0.36
H  -0.33  -1.53  6.00  0.30
H  1.83  0.03  4.52  0.19
H  0.99  0.53  6.00  0.48
H  0.01  1.46  3.74  0.08
H  -1.17  0.54  4.70  0.47
I  -4.26  5.05  -0.89  -0.01
C  -3.93  2.96  -0.97  -0.77
C  -5.02  2.10  -1.07  -0.39
C  -4.70  0.73  -1.09  -1.26
C  -3.39  0.34  -0.99  -0.31
N  -2.34  1.18  -0.86  1.13
C  -2.65  2.50  -0.90  -0.34
H  -6.04  2.46  -1.13  0.40
H  -5.49  0.00  -1.16  0.49
H  -3.15  -0.72  -0.99  0.21
H  -1.81  3.19  -0.83  0.44
C  1.91  -3.10  0.31  -1.27
N  2.16  -3.02  -1.11  1.04
C  2.98  -4.07  -1.65  -0.77
C  2.78  -4.14  -3.15  -0.70
C  3.13  -2.77  -3.72  -0.81
N  2.35  -1.75  -3.06  0.65
C  2.12  -0.53  -3.81  -1.04
C  1.76  -1.93  -1.84  -1.35
O  0.92  -1.14  -1.40  0.40
H  1.28  -3.96  0.54  0.29
H  1.41  -2.18  0.65  -0.06
H  2.87  -3.20  0.83  0.52
H  2.68  -5.01  -1.18  0.40
H  4.04  -3.89  -1.42  0.29
H  1.73  -4.34  -3.36  0.22
H  3.39  -4.92  -3.60  0.39
H  2.92  -2.73  -4.79  0.45
H  4.21  -2.58  -3.58  0.30
H  1.30  -0.65  -4.53  0.37
H  3.03  -0.25  -4.33  0.51
H  1.86  0.27  -3.12  0.06
O  -1.20  -1.07  0.32  1.30
N  -1.27  -2.40  0.16  -0.26
C  -1.14  -2.99  -1.07  0.05
C  -1.04  -4.34  -1.19  -0.59
C  -1.14  -5.18  -0.05  -0.89
C  -1.49  -4.56  1.15  -0.90
C  -1.60  -3.21  1.24  -0.56
H  -1.11  -2.31  -1.91  -0.47
H  -0.92  -4.76  -2.17  0.50
H  -1.02  -6.25  -0.13  0.38
H  -1.72  -5.17  2.02  0.42
H  -2.00  -2.70  2.11  0.86

=====

Density functional theory data (ωB97M-V/def2-TZVPD) for one molecule with the formula C3H10N4O2S in a non-equilibrium geometry.

As for the HOMO energy: -9.146 eV. As for the LUMO energy: 0.79 eV. The energy above the lowest of the compared OMol25 structures with the same formula, charge and spin comes out at 337.4 kJ/mol. Its charge is 0. Its gap between HOMO and LUMO is 9.94 eV.

Last column: Mulliken charge in e.
Atoms and positions in Å:
C  0.13  1.34  -1.64  -0.15
C  1.82  -0.88  0.13  -0.60
C  -0.57  0.04  1.96  -0.74
N  -0.59  2.14  -0.99  -0.45
N  1.22  -0.93  -1.21  -0.52
N  -1.53  0.24  0.90  -0.30
N  0.05  -0.19  -1.27  0.11
O  -1.10  -2.05  -0.11  -0.64
O  -2.47  -0.39  -1.34  -0.69
S  -1.38  -0.70  -0.48  1.20
H  1.06  1.64  -2.13  0.41
H  1.21  -1.47  0.82  0.24
H  2.84  -1.16  0.05  0.34
H  1.86  0.18  0.53  0.18
H  -0.26  -1.00  1.89  0.32
H  0.35  0.70  1.80  0.21
H  -1.12  0.14  3.04  0.25
H  -0.75  3.05  -1.34  0.20
H  0.87  -1.90  -1.34  0.32
H  -1.63  1.19  0.73  0.31

=====

Density functional theory data (ωB97M-V/def2-TZVPD) for C33H63Ag2FN2O9 as an isolated structure in a non-equilibrium geometry.

As for the spin multiplicity: 3. As for the HOMO energy (spin up / spin down): -11.184 / -11.184 eV. As for the LUMO energy (spin up / spin down): -5.93 / -8.07 eV. Its charge is +2. Its gap between HOMO and LUMO (spin up / spin down) is 5.25 / 3.12 eV.

Last column: Mulliken charge in e.
Atoms and positions in Å:
Ag  -7.62  -21.93  -2.84  0.93
Ag  -8.49  -26.51  -4.47  0.89
F  -7.05  -23.94  -5.31  -0.82
C  -12.03  -24.58  -0.47  -0.99
C  -11.95  -24.04  -1.98  0.62
C  -12.58  -22.70  -2.22  -1.21
O  -10.61  -24.05  -2.49  -0.40
H  -12.94  -24.16  -0.03  0.25
H  -11.22  -24.03  0.00  0.32
H  -12.09  -25.67  -0.40  0.28
H  -12.37  -24.76  -2.69  0.17
H  -13.40  -22.35  -1.59  0.31
H  -12.83  -22.56  -3.27  0.34
H  -11.91  -21.85  -2.21  0.29
C  -18.01  -22.89  1.80  -1.68
C  -18.91  -24.16  2.27  1.27
C  -18.62  -24.61  3.73  -1.06
C  -19.31  -23.73  4.78  -0.79
C  -20.79  -23.49  4.46  -1.22
C  -21.20  -23.08  3.09  1.05
N  -20.36  -23.83  2.15  0.64
O  -21.01  -24.23  0.93  -0.36
C  -22.70  -23.49  2.94  -1.62
C  -21.20  -21.51  2.86  -1.25
C  -18.48  -25.33  1.36  -1.62
H  -18.25  -22.57  0.79  0.48
H  -16.96  -23.15  1.60  0.46
H  -18.03  -21.98  2.40  0.33
H  -19.00  -25.59  4.00  0.45
H  -17.54  -24.58  3.89  0.38
H  -18.83  -22.75  4.73  0.32
H  -19.27  -24.19  5.76  0.42
H  -21.00  -22.89  5.34  0.37
H  -21.36  -24.38  4.72  0.42
H  -23.01  -23.36  1.90  0.47
H  -22.85  -24.55  3.17  0.46
H  -23.46  -22.99  3.54  0.38
H  -20.23  -21.27  2.44  0.33
H  -22.04  -21.35  2.18  0.42
H  -21.41  -20.93  3.76  0.33
H  -19.09  -25.44  0.47  0.39
H  -18.59  -26.28  1.89  0.40
H  -17.44  -25.34  1.04  0.40
H  -21.20  -23.44  0.41  0.39
C  -17.55  -14.73  -2.29  -1.82
C  -17.63  -15.31  -3.73  1.88
C  -16.56  -14.61  -4.53  -1.46
C  -16.39  -15.14  -6.00  -0.63
C  -15.83  -16.62  -5.79  -1.38
C  -16.90  -17.47  -4.98  2.02
N  -17.24  -16.76  -3.70  -0.07
O  -17.98  -17.49  -2.83  -0.42
C  -18.04  -17.82  -5.95  -1.78
C  -16.16  -18.75  -4.71  -2.19
C  -18.94  -15.05  -4.37  -1.77
H  -16.91  -15.30  -1.61  0.39
H  -18.52  -14.89  -1.81  0.39
H  -17.45  -13.64  -2.26  0.38
H  -16.63  -13.52  -4.49  0.53
H  -15.60  -14.84  -4.06  0.38
H  -15.64  -14.52  -6.48  0.40
H  -17.22  -15.06  -6.70  0.32
H  -14.88  -16.54  -5.27  0.43
H  -15.60  -17.02  -6.78  0.39
H  -18.97  -17.97  -5.41  0.34
H  -18.11  -17.22  -6.86  0.35
H  -17.96  -18.80  -6.43  0.45
H  -15.35  -18.58  -3.99  0.54
H  -16.74  -19.54  -4.22  0.35
H  -15.67  -19.19  -5.58  0.42
H  -19.18  -15.61  -5.28  0.33
H  -19.09  -13.98  -4.52  0.37
H  -19.74  -15.27  -3.66  0.49
H  -18.83  -17.51  -3.27  0.37
O  -9.15  -20.08  -6.10  -0.62
C  -9.70  -20.06  -7.18  0.47
O  -9.65  -18.93  -7.85  -0.34
C  -10.48  -18.99  -9.02  -0.38
C  -10.64  -20.48  -9.29  -0.56
C  -10.50  -21.12  -7.90  -0.25
H  -10.01  -18.50  -9.88  0.30
H  -11.40  -18.41  -8.89  0.23
H  -9.82  -20.75  -9.95  0.26
H  -11.52  -20.70  -9.88  0.35
H  -9.97  -22.07  -7.90  0.30
H  -11.47  -21.11  -7.40  0.22
O  -11.55  -29.14  -3.27  -0.60
C  -12.65  -29.53  -3.00  0.48
O  -13.76  -29.15  -3.69  -0.36
C  -14.93  -29.69  -3.18  -0.37
C  -14.47  -29.97  -1.73  -0.60
C  -13.03  -30.38  -1.82  -0.24
H  -15.21  -30.59  -3.72  0.26
H  -15.69  -28.94  -3.41  0.27
H  -15.13  -30.78  -1.40  0.32
H  -14.66  -29.15  -1.03  0.29
H  -12.93  -31.38  -2.26  0.28
H  -12.69  -30.17  -0.81  0.26
O  -9.07  -19.10  -0.24  -0.62
C  -9.45  -18.49  0.80  0.49
O  -8.66  -17.54  1.43  -0.33
C  -9.26  -16.82  2.47  -0.33
C  -10.50  -17.72  2.66  -0.63
C  -10.85  -18.34  1.29  -0.32
H  -9.51  -15.83  2.10  0.29
H  -8.58  -16.97  3.31  0.28
H  -11.37  -17.22  3.09  0.37
H  -10.27  -18.52  3.36  0.28
H  -11.42  -17.74  0.57  0.27
H  -11.39  -19.27  1.46  0.24

=====

| no. | molar mass (g mol⁻¹) |
| --- | --- |
| 1 | 111.12 |
| 2 | 894.73 |
| 3 | 166.21 |
| 4 | 866.61 |